No. 1
Entry from the Open Molecules 2025 dataset: the ion C3H9NS with charge +1 in a non-equilibrium geometry (ωB97M-V/def2-TZVPD).

Each line ends with the Mulliken spin population.
Geometry (Å):
1 C -0.15 -0.62 -0.88  0.009
2 C -0.46 0.14 0.43  0.035
3 C 0.65 1.07 0.95  -0.006
4 S 2.21 0.10 0.93  0.822
5 N -1.25 -0.90 -1.77  0.114
6 H 0.39 -1.55 -0.68  0.014
7 H 0.59 -0.03 -1.43  -0.003
8 H -1.39 0.71 0.29  0.008
9 H -0.81 -0.50 1.23  -0.001
10 H 0.49 1.50 1.94  0.012
11 H 0.90 1.88 0.26  0.009
12 H 2.42 -0.46 2.14  -0.012
13 H -1.56 -0.03 -2.18  0.001
14 H -2.03 -1.30 -1.24  -0.002

Summary:
* gap between HOMO and LUMO (alpha / beta): 10.61 / 4.31 eV
* E_LUMO (alpha / beta): -3.553 / -9.131 eV
* total charge: +1
* 2S+1: 2



No. 2
Entry from the Open Molecules 2025 dataset: an isolated molecule of C19H20N2O4S2 in a non-equilibrium geometry (ωB97M-V/def2-TZVPD).

Each line ends with the natural charge from an NBO analysis.
Geometry (Å):
1 C 4.32 1.26 1.99  -0.631
2 C 4.09 -0.03 1.24  -0.635
3 H 4.96 -0.68 1.26  0.248
4 H 3.21 -0.58 1.59  0.233
5 S 3.80 0.36 -0.52  2.174
6 O 4.90 1.14 -1.00  -0.948
7 O 3.49 -0.86 -1.21  -0.950
8 C 2.33 1.39 -0.50  -0.329
9 C 1.13 0.83 -0.09  -0.221
10 C 0.03 1.66 -0.10  0.147
11 C 0.15 3.01 -0.51  0.245
12 C 1.35 3.56 -0.91  -0.243
13 C 2.45 2.72 -0.89  -0.183
14 H 3.42 3.07 -1.20  0.253
15 H 1.42 4.59 -1.22  0.238
16 O -1.09 3.57 -0.42  -0.411
17 C -1.88 2.57 0.03  0.356
18 N -1.29 1.44 0.23  -0.555
19 S -3.55 2.94 0.27  0.338
20 C -4.12 1.39 1.05  -0.608
21 H -3.35 1.07 1.74  0.252
22 H -5.03 1.67 1.58  0.260
23 C -4.47 0.30 0.03  0.659
24 O -5.62 0.04 -0.27  -0.618
25 N -3.40 -0.33 -0.46  -0.645
26 H -2.47 -0.03 -0.18  0.441
27 C -3.52 -1.41 -1.42  -0.214
28 C -2.14 -1.85 -1.90  -0.432
29 C -1.19 -2.28 -0.81  -0.046
30 C 0.17 -2.33 -1.10  -0.209
31 C 1.09 -2.74 -0.15  -0.218
32 C 0.66 -3.10 1.11  -0.231
33 C -0.69 -3.07 1.41  -0.223
34 C -1.61 -2.66 0.46  -0.171
35 H -2.65 -2.65 0.72  0.205
36 H -1.03 -3.35 2.39  0.212
37 H 1.38 -3.42 1.86  0.212
38 H 2.14 -2.74 -0.41  0.240
39 H 0.52 -2.03 -2.08  0.219
40 H -2.27 -2.67 -2.60  0.231
41 H -1.68 -1.02 -2.45  0.215
42 H -4.12 -1.07 -2.27  0.215
43 H -4.06 -2.24 -0.97  0.198
44 H 1.06 -0.21 0.18  0.255
45 H 3.42 1.87 1.98  0.217
46 H 5.12 1.81 1.49  0.235
47 H 4.61 1.07 3.02  0.224

Summary:
* gap between HOMO and LUMO: 9.23 eV
* E_LUMO: 0.238 eV
* total charge: 0
* 2S+1: 1



No. 3
Entry from the Open Molecules 2025 dataset: a cluster of 7 separate species, C4H21NO8S in total in a non-equilibrium geometry (ωB97M-V/def2-TZVPD).

Each line ends with the natural charge from an NBO analysis.
Geometry (Å):
1 O -1.18 1.75 -1.08  -0.608
2 C -1.09 0.65 -0.60  0.791
3 O -1.25 -0.43 -1.37  -0.702
4 C -0.73 0.39 0.90  -0.183
5 C -1.32 1.55 1.68  -0.440
6 C -0.62 1.87 3.01  -0.503
7 S 1.19 2.04 2.83  -0.059
8 N -1.20 -0.99 1.16  -0.869
9 H -0.99 -1.21 -0.86  0.521
10 H 0.35 0.29 0.90  0.246
11 H -1.20 2.44 1.07  0.250
12 H -2.40 1.39 1.78  0.208
13 H -0.89 2.84 3.42  0.233
14 H -0.92 1.12 3.75  0.217
15 H 1.72 0.81 2.72  0.124
16 H -0.55 -1.46 1.78  0.399
17 H -2.13 -0.95 1.55  0.363
18 H 1.94 -2.78 -2.53  0.490
19 H 0.87 -3.86 -2.35  0.487
20 O 1.26 -3.08 -1.96  -0.957
21 H -3.30 1.89 -2.48  0.475
22 H -2.68 0.47 -2.74  0.481
23 O -2.88 1.33 -3.12  -0.957
24 H 2.20 1.03 -2.29  0.491
25 H 2.15 0.90 -0.81  0.463
26 O 2.42 0.40 -1.59  -0.958
27 H 2.89 -1.58 0.22  0.477
28 H 1.65 -2.27 -0.39  0.507
29 O 1.94 -1.63 0.28  -0.991
30 H 1.11 -3.21 2.68  0.472
31 H 1.87 -1.90 2.37  0.492
32 O 1.30 -2.33 3.02  -0.964
33 H -0.18 0.89 -3.92  0.481
34 H 0.09 2.18 -3.31  0.482
35 O 0.58 1.45 -3.71  -0.959

Summary:
* gap between HOMO and LUMO: 9.42 eV
* E_LUMO: 0.156 eV
* total charge: 0
* 2S+1: 1



No. 4
Entry from the Open Molecules 2025 dataset: a structure of composition C27H21ClIN2O8RhS2Si in a non-equilibrium geometry (ωB97M-V/def2-TZVPD).

Each line ends with the natural charge from an NBO analysis.
Geometry (Å):
1 Rh -2.12 0.81 -0.73  0.521
2 Cl -6.02 5.67 -3.60  -0.058
3 C -5.13 4.73 -2.43  -0.120
4 C -5.01 5.16 -1.14  -0.218
5 C -4.31 4.43 -0.18  -0.290
6 I -4.21 5.16 1.76  0.108
7 C -3.68 3.21 -0.47  0.366
8 O -3.05 2.48 0.36  -0.713
9 C -3.80 2.79 -1.86  0.075
10 N -3.19 1.60 -2.17  -0.357
11 C -3.28 1.09 -3.38  0.042
12 C -4.01 1.75 -4.40  -0.248
13 C -4.61 2.94 -4.13  -0.193
14 C -4.53 3.50 -2.82  -0.025
15 H -5.47 6.10 -0.86  0.224
16 H -2.77 0.16 -3.55  0.238
17 H -4.06 1.29 -5.38  0.211
18 H -5.17 3.48 -4.88  0.214
19 O -0.55 -2.62 -2.94  -0.994
20 S -1.02 -1.56 -2.07  2.578
21 O -2.45 -1.54 -1.83  -1.003
22 O -0.36 -1.89 -0.63  -1.090
23 O -0.52 -0.22 -2.38  -1.013
24 N -1.26 0.56 1.31  -0.828
25 C -0.02 1.12 1.81  0.109
26 C 0.76 1.94 1.02  -0.186
27 C 1.99 2.39 1.51  -0.209
28 C 2.44 2.02 2.76  -0.322
29 C 1.63 1.22 3.56  -0.185
30 C 0.41 0.78 3.09  -0.255
31 S 4.08 2.45 3.34  2.415
32 O 4.45 3.63 2.57  -1.027
33 O 3.92 2.69 4.77  -1.032
34 O 4.88 1.27 3.03  -1.034
35 H -1.39 -0.34 1.75  0.384
36 H -2.05 1.16 1.55  0.418
37 H 0.43 2.20 0.02  0.226
38 H 2.62 3.02 0.89  0.234
39 H 1.97 0.95 4.55  0.229
40 H -0.21 0.13 3.70  0.199
41 C 1.76 -2.86 4.20  -0.223
42 C 0.71 -3.42 3.48  -0.224
43 C 0.55 -3.11 2.14  -0.231
44 C 1.43 -2.23 1.50  -0.439
45 C 2.46 -1.66 2.25  -0.190
46 C 2.63 -1.98 3.59  -0.212
47 Si 1.27 -1.80 -0.30  1.680
48 C 2.22 -3.02 -1.35  -0.403
49 C 1.79 -4.35 -1.49  -0.195
50 C 2.52 -5.25 -2.24  -0.214
51 C 3.70 -4.85 -2.86  -0.223
52 C 4.14 -3.55 -2.73  -0.226
53 C 3.39 -2.64 -1.98  -0.210
54 H 1.88 -3.10 5.25  0.199
55 H 0.02 -4.10 3.97  0.197
56 H -0.28 -3.54 1.59  0.214
57 H 3.13 -0.94 1.79  0.240
58 H 3.43 -1.51 4.14  0.232
59 H 1.86 -0.47 -0.54  -0.186
60 H 0.86 -4.66 -1.04  0.212
61 H 2.16 -6.27 -2.35  0.197
62 H 4.27 -5.56 -3.45  0.195
63 H 5.05 -3.23 -3.21  0.201
64 H 3.74 -1.61 -1.89  0.216

Summary:
* gap between HOMO and LUMO (alpha / beta): 6.01 / 5.99 eV
* E_LUMO (alpha / beta): 3.685 / 3.685 eV
* total charge: -2
* 2S+1: 1



No. 5
Entry from the Open Molecules 2025 dataset: a structure of composition C21H15BrN4OPtS in a non-equilibrium geometry (ωB97M-V/def2-TZVPD).

Each line ends with the Mulliken spin population.
Geometry (Å):
1 Pt 0.37 -0.85 -0.76  1.472
2 Br -4.76 3.49 -3.91  0.124
3 C -3.81 2.24 -2.91  0.271
4 C -4.45 1.06 -2.47  -0.068
5 C -3.76 0.15 -1.75  0.178
6 C -2.37 0.36 -1.38  0.132
7 O -1.79 -0.52 -0.71  0.295
8 C -1.74 1.60 -1.82  0.077
9 C -0.41 1.99 -1.43  0.004
10 N 0.35 1.33 -0.62  0.176
11 C 1.54 1.86 -0.11  0.004
12 C 1.76 3.21 0.10  0.041
13 C 2.99 3.66 0.60  -0.011
14 C 3.98 2.78 0.92  0.030
15 C 3.78 1.39 0.78  -0.004
16 C 4.75 0.42 1.11  0.015
17 C 4.47 -0.91 0.95  -0.001
18 C 3.22 -1.29 0.45  -0.003
19 N 2.29 -0.41 0.13  0.082
20 C 2.54 0.93 0.27  -0.010
21 C -2.47 2.49 -2.59  0.048
22 H -5.49 0.89 -2.73  0.001
23 H -4.21 -0.79 -1.43  -0.001
24 H -0.06 2.95 -1.82  0.012
25 H 0.97 3.92 -0.09  0.000
26 H 3.14 4.73 0.73  0.000
27 H 4.94 3.13 1.28  0.001
28 H 5.71 0.75 1.50  0.000
29 H 5.20 -1.67 1.19  -0.001
30 H 2.98 -2.33 0.31  0.001
31 H -2.00 3.40 -2.94  -0.001
32 C 2.52 -6.30 0.28  -0.002
33 C 1.24 -5.61 -0.05  -0.016
34 C -0.01 -6.08 0.40  0.069
35 C -1.13 -5.38 0.00  -0.014
36 N -1.05 -4.31 -0.77  0.061
37 C 0.15 -3.93 -1.15  -0.032
38 S 0.27 -2.59 -2.27  1.007
39 N 1.28 -4.52 -0.79  0.061
40 H 2.37 -7.38 0.32  -0.001
41 H 2.88 -5.97 1.26  -0.001
42 H 3.27 -6.05 -0.46  -0.001
43 H -0.08 -6.96 1.03  0.003
44 H -2.13 -5.68 0.30  0.000

Summary:
* gap between HOMO and LUMO (alpha / beta): 7.16 / 5.08 eV
* E_LUMO (alpha / beta): -6.924 / -9.522 eV
* total charge: +2
* 2S+1: 5



No. 6
Entry from the Open Molecules 2025 dataset: the ion C5H14N2 with charge +3 in a non-equilibrium geometry (ωB97M-V/def2-TZVPD).

Each line ends with the Mulliken spin population.
Geometry (Å):
1 C -0.44 -1.71 1.30  0.132
2 C -0.05 -1.27 -0.03  0.228
3 C 0.84 0.22 -0.03  0.260
4 C 0.20 1.50 0.48  0.015
5 C -0.88 3.08 -1.04  0.000
6 N -0.94 2.03 -0.29  0.007
7 N 0.82 -2.30 -0.74  -0.001
8 H -0.95 -0.91 1.86  0.035
9 H -1.26 -2.50 1.33  0.139
10 H 0.40 -2.12 1.88  0.017
11 H -0.91 -1.12 -0.72  0.038
12 H 1.06 0.33 -1.10  0.034
13 H 1.69 -0.03 0.61  0.037
14 H 1.00 2.23 0.29  0.049
15 H -0.04 1.44 1.55  -0.001
16 H -1.79 3.44 -1.51  0.000
17 H 0.04 3.67 -1.09  -0.001
18 H -1.90 1.78 -0.04  0.002
19 H 1.79 -2.32 -0.40  0.004
20 H 0.87 -2.16 -1.76  0.000
21 H 0.46 -3.25 -0.55  0.006

Summary:
* gap between HOMO and LUMO (alpha / beta): 13.26 / 6.57 eV
* E_LUMO (alpha / beta): -12.472 / -19.154 eV
* total charge: +3
* 2S+1: 2



Energy above the lowest of the compared OMol25 structures with the same formula, charge and spin, respectively: 83.87; 67.91; 118.03; 147.02; 83.30; 86.82 kJ/mol.